Computed, not measured: a cluster of 15 separate species, C60H165N15O15 in total, with ωB97M-V/def2-TZVPD.

Properties
- energy above the lowest of the compared OMol25 structures with the same formula, charge and spin (kJ/mol) = 528.73
- Kohn-Sham gap (eV) = 8.5
- E_tot (hartree) = -4334.53218
- multiplicity = 1
- HOMO (Ha) = -0.2988
- LUMO level (eV) = 0.37

```
255
Properties=species:S:1:pos:R:3:forces:R:3
C -8.7574 12.3342 16.6411 1.45 0.62 1.48
C -9.1618 11.1367 17.4565 -1.38 -0.72 -0.41
C -8.3419 10.6095 18.6429 -0.25 0.59 -2.17
O -7.0146 10.4104 18.1261 -0.80 -0.27 1.86
C -6.1676 9.9719 19.1983 -0.22 0.46 0.40
N -10.5535 11.2461 17.9094 -0.35 -0.18 0.06
H -9.5057 12.5727 15.8854 0.38 -0.22 -0.22
H -7.7298 12.1655 16.3189 -0.15 0.05 -0.90
H -8.6389 13.1999 17.2929 -0.31 0.35 0.12
H -9.1618 10.3451 16.7071 -0.06 -0.54 0.15
H -8.8274 9.6763 18.9285 0.27 -0.21 0.15
H -8.4619 11.3097 19.4697 0.75 0.18 0.29
H -6.5401 9.0644 19.6734 -0.05 -0.05 -0.21
H -6.1779 10.7790 19.9309 0.20 0.01 0.36
H -5.1355 9.8173 18.8836 -0.29 0.00 -0.43
H -10.7065 12.0771 18.4627 0.31 0.20 0.38
H -11.1381 11.4224 17.1048 -0.17 -0.27 -0.22
C 0.2283 13.3680 24.5558 -1.12 -0.12 -0.65
C 1.6678 13.3589 24.0972 -0.28 -1.48 0.44
C 1.7941 13.4326 22.5808 0.53 -0.46 0.07
O 1.4423 12.1562 22.0155 0.03 1.21 1.23
C 1.7487 12.0639 20.6590 -0.52 -0.39 -0.41
N 2.3521 14.4535 24.7303 0.33 0.79 -0.67
H -0.1961 14.3237 24.2485 -0.17 0.27 0.11
H 0.0612 13.2660 25.6281 0.40 0.01 0.11
H -0.4143 12.6319 24.0727 0.16 -0.33 -0.13
H 2.1380 12.4330 24.4284 0.13 -0.10 -0.22
H 2.8071 13.7359 22.3163 0.53 -0.54 0.10
H 1.2413 14.2717 22.1583 -0.91 -0.08 -0.10
H 1.2789 11.1421 20.3159 0.25 -0.10 -0.13
H 2.8216 12.0246 20.4708 0.10 0.10 -0.06
H 1.2690 12.8740 20.1097 0.16 0.27 -0.25
H 1.8102 15.2110 24.3396 0.36 1.09 0.27
H 2.1235 14.4674 25.7140 0.09 -0.12 0.24
C 5.3471 12.0739 27.5980 -0.76 -0.06 -0.39
C 5.0004 10.6630 28.0483 -0.50 0.08 -0.57
C 4.0070 9.9663 27.0541 -0.04 0.98 -0.58
O 2.9016 10.8101 26.8676 -1.51 1.33 1.39
C 1.8855 10.3550 26.0005 0.93 -0.53 -0.49
N 6.2926 9.9827 28.0708 -0.26 -0.68 0.28
H 6.1350 12.5022 28.2176 0.02 -0.04 -0.02
H 4.4888 12.7458 27.6001 0.03 -0.08 0.03
H 5.6926 11.9629 26.5702 0.22 0.36 -0.06
H 4.5513 10.6720 29.0415 -0.31 0.04 0.10
H 3.6304 8.9856 27.3449 0.42 -0.26 0.36
H 4.4067 9.9181 26.0412 0.82 -0.56 0.10
H 1.0438 11.0401 25.8989 0.37 0.34 0.38
H 1.4628 9.3852 26.2627 0.12 -0.27 0.36
H 2.3699 10.2490 25.0298 -0.33 -0.18 -0.50
H 6.8770 10.4961 28.7150 0.31 0.10 -0.02
H 6.1640 9.0822 28.5098 0.14 -0.41 0.04
C -2.8043 6.6928 26.0631 -1.19 0.28 1.55
C -1.4782 6.7242 26.8067 -1.35 -2.10 0.17
C -1.3311 5.5928 27.8889 0.01 1.28 0.01
O -2.3312 5.7181 28.8925 -0.24 0.17 -0.60
C -2.0652 4.9804 30.0321 0.50 -0.22 1.66
N -0.5237 6.4809 25.7923 2.70 0.36 -0.89
H -3.6146 6.6769 26.7919 -0.40 0.43 -0.04
H -2.9714 5.7958 25.4668 0.48 0.02 -0.20
H -2.8329 7.5915 25.4470 -0.34 -0.17 -0.17
H -1.3436 7.7102 27.2516 0.16 -0.09 0.22
H -0.3425 5.6816 28.3394 0.24 0.24 0.16
H -1.3261 4.5924 27.4562 -0.40 -0.20 -0.42
H -1.9923 3.8990 29.9166 -0.02 -0.18 -0.52
H -2.7613 5.1405 30.8555 -0.89 0.22 -0.63
H -1.1695 5.3044 30.5621 0.78 0.09 -0.46
H -0.7111 5.6529 25.2452 -0.21 -0.58 0.35
H -0.6939 7.1385 25.0449 0.18 0.50 -0.10
C 0.0858 9.1220 23.3940 0.16 0.07 0.06
C -1.2278 8.7566 22.6743 1.71 0.39 -1.30
C -1.0622 9.0811 21.1030 -0.60 -0.31 1.30
O -2.1608 8.4903 20.4383 -0.46 -0.59 1.43
C -2.2846 8.6678 19.0728 0.34 0.38 -0.58
N -1.4931 7.3560 22.8926 -0.82 -0.11 0.32
H 0.0951 8.9263 24.4663 -0.60 0.00 0.08
H 0.3921 10.1624 23.2852 -0.13 0.10 -0.32
H 0.9129 8.5005 23.0510 0.06 -0.08 -0.44
H -2.0367 9.3318 23.1249 -0.19 0.04 -0.27
H -0.1228 8.6400 20.7696 0.24 -0.24 -0.12
H -1.0065 10.1508 20.9012 -0.10 0.31 0.11
H -1.3548 8.3975 18.5722 0.22 0.09 -0.28
H -2.5626 9.6998 18.8588 0.12 0.22 -0.37
H -3.0719 8.0315 18.6685 -0.10 -0.12 0.30
H -0.8443 6.7127 22.4622 0.46 0.14 -0.10
H -2.3917 7.1414 22.4846 -0.13 -0.06 -0.03
C 8.0525 7.2215 26.1786 0.55 -1.01 0.30
C 6.8110 7.5100 25.4186 -1.77 1.17 0.25
C 5.4883 7.0031 26.0571 0.50 -1.61 -0.55
O 4.4095 7.2409 25.1987 -2.03 0.71 -0.54
C 3.1258 6.7455 25.6408 -0.10 -0.43 -0.04
N 6.6845 8.9526 25.2173 -0.18 -0.20 -0.10
H 8.2539 6.1505 26.1527 0.19 -0.14 -0.14
H 8.0282 7.4519 27.2436 -0.12 0.51 -0.07
H 8.8570 7.7471 25.6642 0.17 -0.01 0.33
H 6.9137 7.1099 24.4099 -0.19 -0.47 0.01
H 5.2848 7.4342 27.0373 0.30 0.05 0.24
H 5.4941 5.9136 26.0898 0.55 -0.42 0.83
H 2.7443 7.0712 26.6085 0.58 0.65 0.24
H 3.0366 5.6627 25.7285 0.84 -0.46 -0.12
H 2.3052 6.9491 24.9528 0.50 0.67 -0.39
H 5.7683 9.0655 24.8075 -0.15 0.33 -0.42
H 6.6117 9.4254 26.1068 0.32 0.09 0.47
C 5.0983 11.7265 18.4353 0.07 0.27 -1.04
C 4.5688 12.0021 17.0110 0.01 -1.00 -0.68
C 3.1182 12.3858 17.0629 -1.34 -0.20 0.92
O 2.3355 11.2732 17.5593 -0.60 -0.16 -0.47
C 0.9040 11.3295 17.3097 0.80 0.18 1.02
N 5.3873 12.9794 16.2696 0.07 0.29 0.63
H 6.1739 11.5543 18.3937 0.06 0.06 0.06
H 4.6451 10.8570 18.9113 -0.18 0.17 -0.09
H 4.8961 12.6356 19.0017 0.11 -0.06 0.39
H 4.5615 11.0983 16.4017 0.36 -0.40 0.19
H 2.6590 12.7134 16.1302 0.43 0.11 -0.32
H 3.0825 13.1938 17.7936 -0.52 0.48 0.10
H 0.5701 12.3579 17.4481 -0.21 0.08 -0.41
H 0.3882 10.7465 18.0727 0.36 -0.04 0.42
H 0.5278 10.8577 16.4019 0.64 0.40 -0.61
H 5.9594 13.5072 16.9132 0.30 -0.09 0.24
H 4.8400 13.7054 15.8297 -0.40 -0.14 -0.28
C -3.5576 12.6944 25.2378 0.04 -0.40 1.15
C -4.2491 12.8848 23.9062 -0.69 0.34 -0.23
C -3.6233 12.1257 22.7496 0.29 -1.10 -0.21
O -4.1228 12.5446 21.5111 -0.06 0.69 -1.22
C -3.5279 11.9095 20.3525 -0.66 0.48 0.97
N -5.6987 12.6123 24.0443 0.19 0.09 0.10
H -3.7335 11.7303 25.7149 -0.07 -0.51 -0.44
H -3.9613 13.3544 26.0056 -0.16 0.41 -0.31
H -2.4767 12.8314 25.2711 -0.01 0.12 -0.53
H -4.1981 13.9527 23.6938 0.14 0.10 -0.30
H -3.8850 11.0715 22.8415 -0.10 -0.53 0.38
H -2.5334 12.1227 22.7333 0.39 0.48 0.22
H -3.9934 12.3217 19.4573 -0.23 0.01 0.19
H -3.7322 10.8398 20.3999 0.29 -0.15 -0.04
H -2.4636 12.1290 20.2676 0.23 -0.14 0.30
H -6.1695 12.6544 23.1517 0.13 0.31 -0.28
H -5.8959 11.6786 24.3753 0.32 -0.25 0.28
C -3.0048 6.4666 11.3063 1.31 0.59 0.54
C -2.2183 5.4323 12.1991 -1.96 -0.17 -0.84
C -2.3857 5.5730 13.7080 0.76 0.59 -0.21
O -1.7495 6.7658 14.1093 -0.11 0.62 0.51
C -1.6782 6.8243 15.5313 0.11 -0.27 -0.56
N -2.7184 4.1237 11.7873 0.10 -1.18 -0.49
H -2.5834 6.4824 10.3012 0.17 -0.27 -0.05
H -2.8120 7.4681 11.6908 -0.16 0.19 0.10
H -4.0755 6.3364 11.1490 0.05 -0.48 0.65
H -1.1658 5.4397 11.9157 0.11 0.64 0.44
H -1.8995 4.7317 14.2018 0.36 -0.36 -0.03
H -3.4027 5.5475 14.0995 -0.54 0.12 -0.48
H -1.1247 7.6947 15.8836 0.14 -0.04 -0.40
H -1.1690 5.9037 15.8165 0.06 0.02 0.69
H -2.6695 6.8746 15.9817 -0.25 -0.16 0.03
H -1.9964 3.6582 11.2562 -0.09 -0.09 -0.28
H -2.9260 3.4583 12.5182 -0.09 0.28 0.46
C -4.9706 7.9845 23.0904 1.42 0.84 -0.70
C -6.3526 7.9056 22.5284 -0.59 -1.16 0.09
C -6.6299 6.7881 21.5193 0.94 -0.11 0.35
O -5.8481 7.0048 20.3838 0.33 1.44 -0.26
C -5.7936 5.9976 19.4461 -0.33 -0.33 -1.03
N -7.2347 7.6290 23.6494 -0.75 0.39 0.23
H -4.9565 8.6749 23.9338 -0.10 0.10 0.14
H -4.2800 8.4253 22.3714 0.27 -0.17 -0.22
H -4.5402 7.0550 23.4629 -0.27 -0.30 -0.14
H -6.6569 8.8541 22.0859 0.08 0.10 -0.09
H -7.7083 6.7182 21.3762 -0.15 0.13 -0.49
H -6.2841 5.8223 21.8878 -0.20 -0.31 0.76
H -6.7234 5.9102 18.8840 -0.56 -0.36 0.28
H -5.5060 5.0418 19.8841 0.01 -0.22 0.02
H -5.1132 6.2660 18.6380 0.54 0.13 0.39
H -6.9535 8.3276 24.3225 -0.49 0.03 0.55
H -6.9297 6.7554 24.0542 -0.06 -0.31 0.19
C 2.0059 6.6236 16.3240 -0.02 0.10 1.32
C 2.3200 5.5893 17.4421 -0.75 1.01 -0.31
C 1.0155 4.9156 17.9519 0.75 0.25 0.02
O 0.3354 5.7979 18.8503 -0.79 -0.37 0.37
C -0.7996 5.1212 19.4666 1.05 0.52 -0.38
N 3.3140 4.7069 16.9067 0.35 -1.47 -0.77
H 1.3872 7.3987 16.7761 -0.02 0.20 -0.12
H 1.4579 6.2210 15.4721 0.19 -0.31 0.07
H 2.9403 7.0808 15.9984 -0.07 0.08 -0.17
H 2.8167 6.0668 18.2867 -0.72 0.71 0.39
H 1.2889 3.9829 18.4453 -0.03 -0.14 0.30
H 0.3515 4.6703 17.1230 -0.03 -0.06 -0.28
H -1.3653 5.7455 20.1583 0.48 0.64 -0.11
H -0.3917 4.3007 20.0568 -0.25 -0.45 -0.18
H -1.5223 4.8232 18.7069 0.10 -0.47 -0.14
H 3.7258 4.0893 17.5916 -0.24 -0.15 0.27
H 4.0868 5.2650 16.5728 0.01 0.06 -0.23
C -2.8126 4.1671 22.4077 -0.81 -0.46 0.33
C -2.1611 3.4624 23.6376 0.13 0.68 -0.06
C -2.2208 1.9131 23.5946 -1.43 1.75 -1.19
O -3.6039 1.6008 23.6109 -0.99 -0.88 1.23
C -3.9989 1.2625 24.9669 0.94 -0.48 -0.70
N -0.8207 3.9832 23.7802 1.27 -0.18 0.08
H -3.8591 3.9172 22.2332 0.00 -0.81 0.18
H -2.2853 3.9367 21.4820 0.21 -0.06 0.07
H -2.9349 5.2479 22.4782 0.83 0.02 0.46
H -2.5740 3.8245 24.5791 -0.97 -0.22 -0.13
H -1.6810 1.4011 24.3912 0.25 0.12 -0.05
H -1.8863 1.6590 22.5888 0.44 -0.51 0.10
H -3.4986 0.3217 25.1964 0.22 -0.10 0.33
H -5.0527 1.0342 25.1263 -0.10 0.63 -0.65
H -3.6324 2.0320 25.6464 -0.28 0.06 0.21
H -0.4648 3.6452 24.6629 0.15 0.11 0.47
H -0.1694 3.5507 23.1408 0.07 0.05 -0.70
C 2.3460 5.2595 22.3453 0.21 0.58 -0.78
C 3.5568 5.2317 21.3570 -0.04 -1.49 1.95
C 4.8779 5.1362 22.1475 0.77 1.35 0.07
O 6.0080 5.2968 21.3063 0.67 0.64 -0.85
C 7.2242 5.0811 21.9870 0.58 -0.81 -0.04
N 3.3855 4.0010 20.6167 -0.24 -0.45 -1.24
H 2.2356 6.2139 22.8602 -0.01 0.05 -0.10
H 2.3307 4.4840 23.1111 0.55 -0.18 -0.01
H 1.4755 5.0598 21.7205 -0.19 0.29 0.05
H 3.5047 6.0536 20.6429 0.22 0.21 0.30
H 5.0417 4.1794 22.6433 -0.77 -0.42 0.19
H 4.9838 5.9085 22.9094 -0.49 0.20 0.37
H 8.1276 5.1259 21.3788 -0.55 -0.15 -1.06
H 7.1888 4.0674 22.3862 0.19 -0.12 0.45
H 7.5662 5.7784 22.7517 -1.09 0.38 0.56
H 4.1186 3.9035 19.9289 0.19 0.00 -0.12
H 3.4773 3.1997 21.2247 -0.05 -0.08 0.20
C -5.5121 8.1349 16.0151 0.39 0.23 -2.54
C -5.0567 9.4822 15.3091 -0.29 -2.40 1.50
C -6.0217 9.8593 14.2324 -1.05 -0.27 -1.43
O -5.8116 11.1520 13.7644 0.71 1.80 -0.30
C -6.3093 11.4788 12.4645 0.15 -0.52 0.80
N -4.9976 10.3880 16.3881 0.89 1.88 0.15
H -5.4986 7.4041 15.2064 0.12 -0.59 0.11
H -6.5635 8.1690 16.3003 0.16 0.32 0.54
H -4.8208 7.8140 16.7943 -0.23 0.28 0.07
H -4.0463 9.3852 14.9119 0.03 -0.27 -0.29
H -7.0499 9.8087 14.5904 -0.34 -0.24 0.38
H -5.9766 9.2337 13.3409 0.21 -0.82 0.12
H -6.1903 12.5544 12.3339 -0.07 -0.13 0.05
H -7.3546 11.1864 12.3650 -0.26 0.15 0.07
H -5.7651 10.9541 11.6793 0.26 -0.09 -0.04
H -5.8700 10.4317 16.8951 -0.06 0.08 -0.33
H -4.8468 11.2875 15.9542 0.08 0.62 0.40
C 8.4725 8.3865 21.1460 -1.15 0.39 0.99
C 7.3352 9.3574 21.5891 0.30 0.58 0.28
C 5.9405 8.7400 21.7960 0.24 -0.54 -0.73
O 4.9828 9.7595 21.9965 0.16 0.66 -0.78
C 3.7380 9.4017 22.5231 -0.46 -0.07 0.38
N 7.6304 10.1041 22.7969 1.17 -0.01 -0.03
H 8.7538 7.7672 21.9977 0.16 -0.20 -0.02
H 9.3400 8.9700 20.8379 -0.09 -0.10 -0.03
H 8.1045 7.7505 20.3409 0.18 -0.02 -0.09
H 7.3944 10.1444 20.8373 -1.03 -0.19 -0.59
H 5.8827 8.1013 22.6773 0.57 -0.28 0.23
H 5.7520 8.0865 20.9442 -0.74 0.00 -0.35
H 3.0582 10.2524 22.4745 0.21 0.22 -0.21
H 3.7833 9.1292 23.5775 0.31 -0.23 0.27
H 3.2308 8.5780 22.0207 0.19 -0.27 -0.42
H 7.6269 9.4585 23.5735 0.18 0.11 0.39
H 6.8229 10.6842 22.9744 -0.04 0.28 0.04
```
Forces are in eV/Å.